Record 1
Formula: H68O34
Source: the Open Molecules 2025 dataset
Level of theory: wB97M-V/def2-TZVPD

Positions of all 102 atoms, in Å:
O: 1.0783 -15.8595 15.0420
H: 0.3776 -15.5910 14.3332
H: 1.3945 -14.9963 15.2084
O: 2.5558 -14.1120 12.2057
H: 1.7436 -14.3395 12.6418
H: 2.3707 -13.2062 11.8542
O: 5.0139 -16.5667 3.2345
H: 4.5257 -15.8212 3.6259
H: 5.8885 -16.2495 3.0290
O: 2.8609 -20.3211 3.5074
H: 2.7690 -20.4032 2.5590
H: 1.9850 -19.9313 3.8624
O: -5.9361 -16.3012 9.5902
H: -5.3335 -16.9482 9.2016
H: -6.7446 -16.8397 9.7831
O: 3.7550 -16.7636 11.0960
H: 3.5802 -15.8936 11.4584
H: 3.7488 -16.5731 10.0898
O: -1.2424 -19.1731 15.3649
H: -2.0057 -18.9224 14.9029
H: -0.4719 -18.7472 15.0291
O: 3.0256 -20.8189 7.8699
H: 3.1424 -20.0088 7.4089
H: 3.7145 -21.2957 7.4526
O: 3.7009 -16.0848 8.3704
H: 3.0907 -15.4352 8.1080
H: 3.3964 -16.9284 7.9242
O: -3.1412 -20.2893 9.6221
H: -3.2531 -21.1794 9.9634
H: -2.4132 -20.3536 8.9869
O: 2.2049 -20.9580 10.3968
H: 2.7711 -20.9596 9.6044
H: 2.4778 -20.3540 11.0340
O: -1.4433 -15.9034 6.6087
H: -1.7738 -15.3882 5.8003
H: -0.6315 -15.5131 6.9367
O: -2.9320 -16.6068 11.8646
H: -3.2565 -17.4632 12.2286
H: -3.7561 -16.1608 11.6574
O: -2.6454 -19.4169 12.2477
H: -2.9731 -19.6986 11.3580
H: -2.3118 -20.2531 12.6850
O: -0.3860 -15.3191 12.3733
H: -1.2522 -15.7471 12.4038
H: 0.1155 -15.7350 11.6904
O: 1.3447 -18.4881 15.0809
H: 1.1399 -17.5291 15.2373
H: 1.7109 -18.8009 15.8969
O: -0.9596 -13.4855 9.6558
H: -1.8456 -13.4353 9.2550
H: -1.0846 -13.9916 10.5370
O: 1.1943 -11.9017 11.0973
H: 0.4637 -12.2006 10.4738
H: 1.0506 -10.9474 11.3131
O: 5.1550 -18.9891 4.5331
H: 5.0199 -18.0316 4.3629
H: 4.5288 -19.4300 4.0056
O: -0.1184 -19.5045 10.8298
H: 0.4522 -19.6129 11.6238
H: -0.9972 -19.3612 11.2091
O: -3.2408 -16.8958 8.8935
H: -2.6949 -16.8138 9.6734
H: -2.6682 -17.0286 8.1519
O: 3.3439 -15.2360 5.1943
H: 2.5841 -15.0067 5.6549
H: 4.0145 -15.5547 5.8402
O: -1.0022 -21.6001 13.6393
H: -0.1122 -21.5197 13.2743
H: -0.9977 -21.0293 14.3922
O: 3.0310 -18.4127 6.7836
H: 2.0897 -18.4391 6.8627
H: 3.3465 -18.4462 5.9956
O: 2.3499 -19.0812 12.4435
H: 2.1241 -18.9338 13.3993
H: 2.7721 -18.2254 12.1616
O: -3.5461 -14.2252 8.4361
H: -4.3538 -14.2031 9.0046
H: -3.2149 -15.1385 8.4805
O: 0.8184 -15.2489 7.6871
H: 0.7137 -15.8561 8.4748
H: 0.6048 -14.3927 8.0680
O: 0.2921 -19.4794 4.5211
H: 0.1107 -19.1087 5.4434
H: -0.1698 -18.8101 3.9940
O: 0.1101 -18.4048 7.1390
H: -0.4600 -17.6573 6.9438
H: -0.2987 -19.0776 7.7074
O: 0.0467 -20.7631 8.4567
H: 0.1875 -20.7560 9.4302
H: 1.0001 -20.8920 8.1254
O: 6.2817 -16.6361 6.0102
H: 6.0145 -17.6292 6.1582
H: 6.7264 -16.5452 6.8754
O: -1.4692 -22.3803 10.8991
H: -1.2588 -22.7135 11.7681
H: -0.7388 -22.6416 10.3769
O: 1.1333 -22.3839 12.4254
H: 1.9022 -22.8888 12.6466
H: 1.3903 -21.9513 11.5726
O: 0.8865 -16.8849 10.0987
H: 0.5739 -17.8016 10.4391
H: 1.8343 -16.8912 10.2885

Properties
Total energy = -2599.08845 Eh
ΔE to the lowest compared entry with this formula, charge and spin = 175.13 kJ/mol
Charge = 0


Record 2
Formula: C20H18BrCl2N2
Source: the Open Molecules 2025 dataset
Level of theory: wB97M-V/def2-TZVPD

Positions of all 43 atoms, in Å:
Cl: 4.2918 -3.1038 -4.7010
C: 2.9103 -2.7546 -3.7658
C: 3.0106 -2.6320 -2.3692
C: 1.8923 -2.2882 -1.6293
C: 0.6260 -2.0207 -2.2395
C: -0.4412 -1.5739 -1.4168
C: -1.8335 -1.6233 -1.6595
C: -2.7161 -1.3257 -0.5723
C: -4.0851 -1.1997 -0.7464
C: -4.6349 -1.3271 -2.0341
Cl: -6.3000 -1.0720 -2.2865
C: -3.8183 -1.6745 -3.1204
C: -2.4633 -1.9181 -2.9151
C: 0.5715 -2.1591 -3.6628
C: 1.6782 -2.5536 -4.4030
H: 3.9728 -2.7931 -1.8918
H: 1.9655 -2.1796 -0.5473
H: -0.1538 -1.1889 -0.4412
H: -2.2686 -1.1799 0.4090
H: -4.7388 -0.9834 0.0917
H: -4.2475 -1.7639 -4.1178
H: -1.8952 -2.3159 -3.7485
H: -0.3210 -1.8680 -4.2103
H: 1.6001 -2.6675 -5.4857
C: 2.2134 4.1792 3.4026
N: 1.1304 3.2450 3.6698
C: 0.3394 3.6006 4.8325
C: 0.8636 2.1930 2.8275
C: 0.5312 0.8937 3.3283
Br: 0.7355 0.4520 5.1937
C: 0.2184 -0.1189 2.4222
N: 0.2084 0.0874 1.0958
C: 0.5585 1.2815 0.6006
C: 0.9485 2.3474 1.4134
H: 2.7717 3.8381 2.5259
H: 1.8415 5.2017 3.2245
H: 2.8976 4.2287 4.2703
H: -0.5610 2.9922 4.8814
H: 0.9131 3.4820 5.7579
H: 0.0544 4.6616 4.7700
H: -0.0361 -1.1095 2.7785
H: 0.5285 1.4139 -0.4881
H: 1.2415 3.2974 0.9568

Properties
Total energy = -4376.55131 Eh
Charge = +1


Record 3
Formula: C4H11NO2
Source: the Open Molecules 2025 dataset
Level of theory: wB97M-V/def2-TZVPD

Positions of all 18 atoms, in Å:
C: 1.2588 -0.3423 1.0337
N: 0.6678 -0.6750 -0.1617
C: -0.5929 -1.4878 -0.1724
C: -1.8192 -0.6567 -0.5048
C: 0.9444 0.2777 -1.3028
O: 2.0746 0.5419 1.3251
H: 0.9277 -0.9887 1.9617
H: -0.4061 -2.1428 0.7518
H: -0.2944 -2.1765 -0.9435
H: -1.8380 0.3015 0.0202
H: -2.2215 -0.4607 -1.5703
H: -2.5965 -1.3222 -0.0112
H: 0.0252 0.3330 -1.9239
H: 1.0832 1.3194 -0.8322
H: 1.8196 0.0190 -1.9152
H: -0.1948 2.8731 1.9028
H: 0.9854 2.0522 1.2761
O: 0.1765 2.5347 1.0666

Properties
Total energy = -364.20607 Eh
ΔE to the lowest compared entry with this formula, charge and spin = 163.04 kJ/mol
Charge = 0
SMILES = CCN(C)C=O.O